Molecular formula: C33H47FN6O7Ti
Method: DFT, ωB97M-V/def2-TZVPD

Computed properties:
Energy relative to the best compared isomer or geometry (same formula, charge and spin) (kcal/mol): 53.5
Total charge: +2
HOMO-LUMO gap (eV): 7.25
HOMO (eV): -12.5

Element x y z (Å)
Ti -1.00417 0.98979 1.94593
F 2.65165 -2.25035 -3.00756
O -2.02457 -0.46057 2.66150
O 0.36051 1.99835 1.08307
O -2.14292 0.78734 -1.36113
O -3.37823 -2.24847 2.87695
O -2.27708 1.36094 0.78084
O -0.10777 -0.49701 0.95437
O 0.53329 0.68047 3.33124
N -2.43497 5.31652 -1.19800
N 1.18505 -4.29625 -4.19136
N -2.12643 -3.76668 -0.69838
N 1.20864 4.11478 3.14336
N 2.48291 -5.12407 -6.57543
N -1.73406 2.39694 3.44680
C -2.51429 -3.17036 0.43147
C -1.43404 1.84234 4.85148
C 2.29293 -6.04407 -5.37018
C 1.12069 -1.97041 -1.18123
C -2.52026 -1.61870 2.28567
C 1.62806 1.77450 0.88698
C 2.27356 -5.20824 -4.05297
C 3.81639 1.37844 1.94961
C 1.44452 -4.05721 -6.62610
C 2.22723 1.97432 -0.36865
C 2.44497 0.97054 4.69127
C -1.39564 3.84682 3.35213
C -0.08892 -2.32055 -0.59120
C -2.96161 3.01056 -0.81953
C -2.94199 -4.80322 -1.35516
C 3.58717 1.84393 -0.42314
C -0.66097 -1.59867 0.52515
C 1.36469 -3.30434 -5.27500
C -1.87509 3.99446 -0.82103
C -0.86881 -3.35890 -1.22749
C 4.43145 1.45641 0.68293
C 2.40010 4.57607 3.89438
C -0.06436 4.42003 3.84680
C -1.83988 -2.15420 1.08325
C -0.43500 -3.97217 -2.41966
C 1.25604 4.69488 1.76321
C -3.19065 2.32780 3.39349
C -3.98358 -4.35920 -2.48565
C 1.48281 -2.55755 -2.38636
C 0.76554 -3.60501 -3.00033
C -2.38022 1.61972 -0.51785
C 1.74914 1.00833 3.29813
C 2.40663 1.43203 2.00966
H 3.30146 4.17685 3.41689
H 1.67353 0.46472 5.31486
H -4.74110 -5.10854 -2.33835
H -3.60844 2.74043 4.29911
H 2.01551 4.24256 1.22658
H 1.70202 -3.33019 -7.37931
H -0.35506 1.69840 4.95463
H -0.25033 5.53689 3.98861
H -3.63861 -4.29243 -3.50584
H -3.55966 2.83837 2.52590
H -2.86701 5.39655 -2.13385
H 3.28953 -4.73594 -3.97413
H -2.09216 4.40613 3.91361
H 0.27800 4.52397 1.34527
H -0.96422 -4.63774 -3.07427
H 0.53371 -4.48825 -6.97550
H -1.91715 0.86421 4.91475
H -3.80518 3.23455 -0.13871
H -1.77393 6.07800 -1.06222
H -4.41024 -3.43747 -2.18689
H -1.57525 4.06351 2.27829
H 1.59646 2.18144 -1.16403
H -3.47382 -5.24535 -0.51061
H 1.65386 -1.13427 -0.77296
H 2.38760 4.14676 4.87047
H 2.52725 5.63226 4.01619
H 1.27840 5.77844 1.92016
H 4.35721 1.16662 2.85540
H 4.07139 2.08462 -1.36631
H 3.13243 -6.75331 -5.41783
H -1.46638 4.08331 0.24325
H -3.42517 1.25582 3.23884
H 5.51810 1.47193 0.63875
H 3.40605 0.49398 4.60737
H 2.50080 1.97371 4.99740
H -3.38729 2.89869 -1.81358
H -2.25904 -5.56541 -1.70545
H 3.43438 -4.74976 -6.62872
H -3.42670 -3.50070 0.82893
H -1.80037 2.49987 5.62441
H 0.45726 -2.80966 -5.36178
H 0.09111 4.08603 4.88527
H 1.33341 -6.50710 -5.50410
H 2.00747 -5.83211 -3.16361
H -1.08988 3.57373 -1.53375
H 2.31267 -2.74843 -5.09062
H 2.29892 -5.78580 -7.31875

***

Molecular formula: C33H47N2O9S
Method: DFT, ωB97M-V/def2-TZVPD

Computed properties:
Total charge: +1
HOMO-LUMO gap (eV): 6.01
HOMO (eV): -10.3

Element x y z (Å)
S 0.96934 3.41564 -1.43094
O 2.14807 4.25921 -1.27645
O -0.01925 3.93241 -2.64960
O 5.63613 1.84138 0.57510
O -3.59898 -1.59202 1.28426
O -1.62377 2.36882 -5.28058
O 1.13500 2.69014 3.58858
O 0.95899 -5.32272 4.33722
O -1.40435 -1.76604 3.72552
O 1.45344 2.08565 -1.85118
N -1.74093 3.53625 -7.19002
N 5.41843 0.75471 -2.07062
C 0.06504 3.18682 0.17641
C 0.55607 1.72941 3.12343
C -2.77383 -5.77015 0.93492
C -0.98720 1.70637 2.85558
C 3.53087 -0.57062 2.07797
C -1.61748 -3.62320 -0.76740
C -1.51287 -5.93219 0.22283
C 2.74980 0.62421 2.40460
C -5.06582 0.33484 1.02157
C -1.48615 3.08089 -0.10031
C 1.35975 0.45301 2.77951
C 3.80021 -3.12891 1.85948
C -1.58862 2.42939 -8.19196
C -1.63571 3.09149 2.55737
C 0.80175 -3.46337 2.66598
C 0.66452 -0.84510 2.85507
C 2.87021 -1.89808 2.18451
C -3.65366 -2.08871 -0.08079
C 5.61191 -0.16190 -0.92328
C -0.92328 -4.90916 -0.63807
C -3.46809 -4.49365 0.81137
C 5.01472 -0.36733 1.64584
C 0.06176 4.06186 -5.44255
C -3.14816 0.36426 2.72398
C 1.44902 -2.04710 2.57034
C -0.83188 -0.82413 3.22804
C -1.08460 3.23356 -5.90244
C 0.56186 -3.94048 4.18035
C -2.86386 -3.45337 -0.03943
C -2.40330 3.18287 1.19040
C -1.61461 0.50396 2.92684
C 4.99059 0.57352 0.34377
C -3.55993 -0.16769 1.30116
H -2.03705 1.52418 -7.78902
H 1.44510 -4.26964 2.21179
H -5.42580 1.05828 1.79698
H 3.39930 -4.09408 2.24357
H 1.10242 -3.28327 4.90986
H -1.23901 -2.76727 -1.38088
H -4.73260 -2.32241 -0.29101
H 4.10471 -3.15198 0.78185
H 0.40684 2.17946 0.53818
H 4.75062 -2.93350 2.43756
H -0.96900 -6.89539 0.33488
H 0.04278 -5.02740 -1.17471
H -5.76484 -0.54572 1.02492
H -2.93414 0.29874 0.49392
H 4.90621 2.46072 0.75358
H -2.11176 2.73513 -9.09621
H -3.49543 -0.41998 3.46160
H 3.22961 1.63275 2.36026
H -3.22516 -1.36731 -0.82073
H -0.15873 -3.49685 2.07647
H 4.97834 -1.08400 -1.10503
H -1.69659 2.16868 -0.73312
H 5.56699 0.22948 2.42682
H 3.93302 0.82301 0.03327
H -0.86162 3.88851 2.68794
H -1.75098 3.95316 -0.76875
H 6.12142 0.61858 -2.79424
H 0.58480 3.54293 -4.64760
H -0.54750 -3.94332 4.32565
H -0.31004 5.02051 -5.07283
H -2.88001 4.20658 1.16422
H -3.24340 -6.54268 1.58752
H -1.43243 4.43700 -7.56025
H -0.52895 2.29009 -8.39902
H 1.84973 -5.44858 3.96896
H 0.75953 4.22997 -6.26741
H 6.68407 -0.42361 -0.74888
H 0.37072 4.03304 0.83507
H -4.42980 -4.28370 1.33496
H 5.56316 -1.31904 1.43800
H -0.45718 3.11409 -2.97007
H -3.68567 1.30450 2.99081
H -5.16921 0.84370 0.02527
H -3.24169 2.45614 1.07028
H -2.40580 3.26459 3.36761
H 4.47018 0.68201 -2.43338
H -2.73626 3.54916 -6.94504

***

Molecular formula: C33H48AsBN8ReSSi2
Method: DFT, ωB97M-V/def2-TZVPD

Computed properties:
<S²>: 3.776
Multiplicity: 4
Energy relative to the best compared isomer or geometry (same formula, charge and spin) (kcal/mol): 0.0
Total charge: +2
HOMO-LUMO gap (spin up / spin down) (eV): 8.20 / 6.49
HOMO (spin up / spin down) (eV): -13.4 / -13.5

Element x y z (Å)
Re -15.75945 -2.95859 9.21170
As -16.70043 -4.03412 6.83282
S -12.88263 -0.58263 6.49231
Si -17.68212 -1.82629 11.88091
Si -16.10377 0.43550 10.61181
N -14.30003 -1.69710 8.23549
N -14.09194 -5.59030 9.46388
N -16.37242 -5.61228 10.50404
N -14.40317 -4.42205 11.51364
N -14.56053 -3.19443 10.94798
N -16.89792 -4.55242 9.83292
N -17.30071 -0.65583 8.01185
N -14.32311 -4.54506 8.59515
C -13.49873 -4.33851 12.50699
C -19.91650 -5.65581 3.40724
C -18.96084 -3.20284 11.99766
C -19.75490 -5.88755 6.16461
C -12.29318 -5.39319 8.13219
C -19.29935 -4.70656 5.57615
C -19.48292 -0.09047 7.14327
C -14.65269 1.03389 9.56748
C -17.84462 -1.04938 9.18542
C -18.50546 -6.10574 10.12983
C -18.59457 -3.65947 6.36765
C -13.69402 -2.36266 11.53979
C -19.40846 -4.62630 4.22093
C -12.00722 -1.34874 7.81261
C -15.37931 0.67475 12.28513
C -20.26075 -6.85842 3.99913
C -20.05353 -0.48280 8.37070
C -18.10410 -0.13934 7.01728
C -17.43329 1.76199 10.33349
C -15.82738 -3.61052 5.11353
C -12.95052 -1.89359 8.65349
C -16.84296 -1.37513 10.21276
C -18.16082 -4.82838 9.60540
C -20.20886 -6.98334 5.41268
C -14.35924 -1.03527 7.11919
C -16.44689 -5.92074 6.95633
C -13.09112 -3.02208 12.55771
C -19.24603 -0.91904 9.37546
C -18.51539 -0.22497 12.46625
C -16.56759 -2.52071 13.20559
C -12.84545 -6.07676 9.19117
C -17.34058 -6.55563 10.71703
C -13.29967 -4.47262 7.76111
B -14.92106 -5.69402 10.81675
H -16.45542 -3.58309 13.03559
H -19.22135 -3.73786 3.70125
H -18.78372 -4.05761 9.19891
H -19.60827 -1.12430 10.38461
H -16.76802 2.60658 10.12697
H -20.53949 -7.89559 5.88424
H -20.13436 0.31641 6.42422
H -18.38139 -4.14431 12.05946
H -13.29420 -3.83500 6.87968
H -15.39229 -6.02372 6.77403
H -13.29329 -5.25927 13.05217
H -14.38556 0.31615 12.37278
H -19.02837 -3.48929 7.40060
H -17.88131 0.67110 12.66524
H -15.69726 -2.51555 5.11417
H -12.70405 -2.41868 9.55935
H -19.47107 -6.60986 10.12489
H -21.16849 -0.27947 8.50435
H -14.65531 -6.63842 11.46624
H -19.48874 -3.13565 12.94658
H -19.05125 -0.36939 13.39199
H -16.51390 -3.89697 4.34281
H -15.92467 0.21172 13.09223
H -18.64086 -2.68299 5.88927
H -16.77742 -6.31326 7.90680
H -19.80440 -3.37110 11.33024
H -20.07948 -5.51090 2.40024
H -12.46181 -6.92068 9.67454
H -16.96651 -6.42541 6.10872
H -13.83932 0.33726 9.67258
H -13.75324 -1.35218 11.19630
H -18.01250 1.62721 9.44520
H -15.35374 1.71507 12.62791
H -14.83379 1.12421 8.49911
H -10.91080 -1.26674 7.90758
H -14.40736 1.96818 10.05695
H -20.48477 -7.76789 3.35105
H -12.37909 -2.56361 13.25485
H -19.72382 -6.02164 7.24542
H -17.60111 0.16394 6.07298
H -15.31934 -0.77799 6.67188
H -15.58315 -2.15571 13.35916
H -17.13658 -7.47089 11.29456
H -17.08017 -2.37051 14.18306
H -14.87824 -4.17695 4.98688
H -18.15415 2.01233 11.09600
H -11.36783 -5.63486 7.65770
H -19.27322 0.20422 11.74784

***

Record order is preserved below.
Maximum force: 4.22 5.46 3.14 eV/A
Record order is preserved below.
Calculated total energy: -84079.4792 -67213.9657 -137144.5827 eV